18
Properties=species:S:1:pos:R:3:forces:R:3:nbo_charge:R:1 method="wB97M-V/def2-TZVPD" e_homo_ev=-2.5704 charge=-1 relative_energy_kcal_mol=55.5 gap_ev=2.7 total_energy_ha=-845.02318 lumo_energy_ev=0.128
O -2.41308 2.58720 -0.79677 -0.50 0.24 -0.18 -0.84
C -1.69485 2.25596 0.17832 -0.38 1.11 -0.35 0.96
O -1.57260 2.95774 1.21230 -0.05 0.42 0.82 -0.87
O -1.00752 1.10863 0.05113 -0.02 -0.25 -0.11 -0.51
O 1.21589 -0.71673 -0.22366 -0.97 0.55 -0.55 -0.53
C 1.58777 -1.94083 -0.67164 1.62 -0.67 2.31 1.05
O 1.62732 -2.90955 0.08315 -0.96 0.03 -0.90 -0.73
O 2.62191 -1.70704 -1.52023 -0.16 0.21 -1.20 -0.71
C 0.32492 -0.68794 0.88326 -0.09 -0.50 -0.22 -0.09
C -0.14257 0.72480 1.11403 0.10 0.10 0.15 -0.07
Na -3.43504 4.90158 0.32837 1.02 -1.56 -0.17 0.96
H 3.03706 -2.55364 -1.72450 -0.46 -0.04 0.13 0.48
H 0.85411 -1.04448 1.77898 -0.10 0.03 -0.10 0.17
H -0.53532 -1.34840 0.70123 0.25 0.11 -0.09 0.22
H 0.71168 1.41467 1.16882 -0.18 -0.10 -0.01 0.18
H -0.68337 0.76296 2.06889 0.11 0.06 -0.15 0.18
O -0.24895 -2.37564 -2.23235 0.92 0.09 0.77 -1.25
H -0.24735 -1.42929 -2.39933 -0.14 0.17 -0.15 0.40